(1)
78
Properties=species:S:1:pos:R:3:forces:R:3 method="wB97M-V/def2-TZVPD" homo_lumo_gap_ha=0.1164 fmax_ha_per_bohr=0.0992 e_lumo_ev=2.19 total_charge=-2 e_homo_ev=-0.975
Hf 0.9349 1.4816 -0.0481 -1.15 -3.37 -0.91
N 0.3550 -1.4603 3.0026 -0.47 -1.26 0.07
C 0.0935 -0.1686 2.5650 -0.27 2.03 0.55
N 1.2115 0.4509 1.8643 0.08 -0.62 -0.86
C 2.4177 -0.0078 2.1107 -1.04 -0.26 1.37
N 3.4618 0.4913 1.4524 1.35 1.18 -0.91
N 3.0527 1.1765 0.4108 2.62 0.93 -1.01
C 3.9385 1.9505 -0.2769 -0.14 -1.10 2.10
C 3.5821 2.2759 -1.6303 0.73 0.85 0.33
C 4.4741 2.7796 -2.6052 -0.20 0.09 0.95
C 3.9356 3.3244 -3.7382 -2.17 0.13 -1.54
C 2.5063 3.3730 -3.9583 1.07 -1.72 3.06
C 1.7129 2.7689 -2.9258 -0.30 1.36 -1.44
N 2.2733 2.2083 -1.8506 -1.47 0.16 -0.42
C 2.6589 -1.0258 3.1188 0.36 -0.29 -1.19
C 3.9029 -1.5151 3.4156 2.59 -1.65 2.48
C 4.0937 -2.5970 4.3641 -1.16 1.59 -1.77
C 2.9779 -3.2831 4.8050 -2.71 -0.42 -0.23
C 1.6633 -2.8858 4.3470 2.11 -0.45 1.02
C 1.5599 -1.7895 3.5185 -0.68 0.41 -0.06
H -0.4681 -1.9369 3.3923 -0.05 0.02 -0.38
H -0.7691 -0.0836 1.9371 -0.36 -0.80 -0.17
H 4.8170 2.3490 0.2914 -0.46 -0.89 -1.01
H 5.5375 2.8386 -2.3707 -0.31 -0.14 -0.19
H 4.5403 3.7089 -4.5561 0.23 0.06 0.36
H 2.0542 3.8344 -4.7984 -0.21 0.31 -0.56
H 0.5749 2.8718 -2.8875 1.86 -0.52 -0.38
H 4.8796 -1.1423 3.0809 -0.87 0.56 -0.25
H 5.0800 -2.8225 4.7084 0.44 -0.26 -0.04
H 3.0386 -4.1862 5.4542 0.08 0.96 -0.35
H 0.6845 -3.2018 4.6989 0.46 -0.77 0.32
O -3.0052 0.9098 -0.9833 0.86 0.70 0.54
S -1.8724 1.7387 -0.6589 1.70 -2.78 -1.04
O -1.1916 1.5443 0.6694 -1.00 0.54 -1.33
O -0.6891 1.4739 -1.6548 -1.80 1.64 1.72
C -2.4454 3.3927 -0.7997 1.07 1.92 -0.37
C -3.7178 3.5299 -1.3435 0.03 -2.58 0.55
C -4.3930 4.6928 -1.3084 -0.14 2.36 -0.43
C -3.6919 5.9357 -1.1832 0.50 -3.37 -0.01
C -2.3413 5.8377 -0.8590 0.41 0.35 1.38
C -1.7366 4.5878 -0.5241 -0.12 -0.35 -0.86
S 0.0616 4.7871 -0.2230 -0.20 -0.67 2.08
O 0.5653 5.1397 -1.5234 0.27 -0.11 0.39
O 0.1418 5.7233 0.8872 0.32 -1.09 -1.51
O 0.6851 3.3779 0.2317 -1.36 4.87 -0.63
H -4.1733 2.5989 -1.7239 -0.06 0.66 0.67
H -5.4669 4.6310 -1.4076 -0.07 0.39 -0.57
H -4.1805 6.7893 -1.5493 -0.39 1.40 0.32
H -1.7595 6.7548 -0.6181 -0.36 -0.77 -0.60
S -2.9845 1.3177 6.3177 0.09 0.03 -0.21
Sb -1.8419 -0.3140 5.1677 -1.15 -1.23 1.48
S -0.6633 -1.7705 6.6052 -0.10 0.60 -0.55
S -0.2634 1.0273 3.9199 0.44 0.57 0.08
S -2.9974 -1.6894 3.6717 0.57 0.73 0.18
C -0.6682 -5.9079 -0.5383 -2.24 1.23 0.43
C -1.8569 -5.0987 -1.1959 -0.53 -0.31 1.45
C -1.5981 -3.5806 -1.4275 -0.17 -0.19 0.25
C -2.9110 -3.0674 -2.1970 1.29 -0.01 0.38
C -2.7102 -1.9299 -3.2321 -0.91 0.69 0.95
C -0.3229 -3.5321 -2.2538 -0.04 1.99 0.64
O -0.0323 -4.3410 -3.0890 0.32 -0.46 -0.94
N 0.5233 -2.4373 -1.9665 -0.09 1.40 -0.66
C 0.1951 -1.4388 -0.9553 2.32 -0.90 -1.81
O 0.9901 -0.3985 -1.0258 -0.63 -0.80 0.20
N -0.6376 -1.6699 -0.0329 -0.17 1.52 0.38
C -1.4638 -2.7330 -0.1014 -1.87 -2.35 0.82
O -2.1710 -3.0638 0.8421 0.86 0.27 -1.29
H -0.9583 -6.8955 -0.1995 -0.19 -0.42 -0.56
H -0.5478 -5.4095 0.4175 0.78 0.34 0.13
H 0.2009 -5.9204 -1.1593 0.57 -0.03 -0.17
H -2.8089 -5.2136 -0.5964 1.18 0.30 -0.18
H -2.1639 -5.4511 -2.1612 0.39 -0.60 -0.63
H -3.6092 -2.8136 -1.3876 0.19 0.34 -0.28
H -3.3298 -3.9768 -2.6312 -0.01 0.27 -0.49
H -2.3036 -0.9989 -2.7478 -0.24 -0.93 -0.33
H -3.7473 -1.6333 -3.5657 1.15 -0.30 -0.14
H -2.0499 -2.2050 -4.0712 -0.45 -0.02 0.26
H 1.1666 -2.0768 -2.7263 -1.04 -0.94 1.40

(2)
62
Properties=species:S:1:pos:R:3:forces:R:3 method="wB97M-V/def2-TZVPD" homo_lumo_gap_ha=0.1245 fmax_ha_per_bohr=0.0345 e_lumo_ev=4.35 total_charge=-2 e_homo_ev=0.956
Pd 0.2410 -0.7079 -1.2992 0.31 -0.77 -0.50
C -6.0984 2.4013 2.9460 -0.03 0.15 -0.04
C -4.7890 2.5109 2.2040 -0.06 -0.07 0.03
C -4.3946 3.7039 1.6211 0.35 0.02 -0.11
C -3.1524 3.8146 0.9835 -0.09 -0.07 -0.06
C -2.3100 2.7191 0.9170 0.01 -0.24 0.18
C -2.7142 1.5010 1.4741 0.00 0.33 -0.05
C -3.9372 1.4092 2.1083 -0.07 -0.06 0.06
S -0.6430 2.7786 0.2153 -0.31 0.59 0.72
O -0.5049 4.1087 -0.3523 -0.12 0.34 -0.07
O 0.1873 2.4992 1.3552 0.26 -0.13 0.25
N -0.5849 1.6135 -0.7848 -0.50 -0.58 -1.60
C -1.2590 1.6869 -2.0010 0.20 0.36 0.80
C -2.1147 2.7384 -2.3873 0.24 0.17 0.23
C -2.6736 2.7283 -3.6347 -0.32 -0.01 -0.23
C -2.4431 1.6644 -4.4977 0.11 -0.39 -0.04
C -1.6451 0.6351 -4.0150 0.12 0.29 0.22
N -1.0697 0.6465 -2.8187 -0.09 0.18 -0.15
H -6.8441 3.0952 2.5430 0.09 -0.08 0.05
H -5.9799 2.6261 4.0108 0.04 0.03 -0.04
H -6.5002 1.3926 2.8789 -0.07 -0.10 -0.04
H -5.0584 4.5567 1.6788 -0.03 0.14 -0.05
H -2.8208 4.7374 0.5167 -0.09 -0.02 0.12
H -2.0540 0.6490 1.4088 0.11 -0.10 -0.07
H -4.2443 0.4640 2.5475 0.01 0.02 -0.02
H -2.2649 3.5742 -1.7249 -0.06 0.06 -0.04
H -3.3123 3.5510 -3.9203 -0.11 0.14 -0.16
H -2.8647 1.6083 -5.4931 -0.05 0.07 -0.02
H -1.4207 -0.2397 -4.6141 -0.06 -0.10 -0.10
N 2.3456 -1.1166 -1.6589 -0.13 0.30 0.05
C 3.1228 -1.1262 -0.6755 -0.04 -0.08 0.19
C 4.6100 -1.0079 -0.9166 -0.47 0.24 -0.16
C 5.5039 -1.9718 -0.4957 0.38 -0.19 0.05
C 6.8457 -1.9101 -0.8622 0.00 0.12 0.08
C 7.3182 -0.8510 -1.6347 -0.32 -0.06 0.08
C 6.4147 0.1358 -2.0530 0.00 -0.15 0.11
C 5.0735 0.0496 -1.7047 0.20 -0.15 0.01
C 2.6690 -1.2301 0.7705 0.23 -0.09 0.05
C 1.4005 -1.7592 1.0306 0.08 -0.12 -0.14
C 0.8826 -1.7917 2.3080 -0.09 -0.07 0.04
C 1.6203 -1.2917 3.3758 0.01 0.03 0.15
C 2.8925 -0.7921 3.1448 0.03 -0.14 -0.05
C 3.4238 -0.7872 1.8535 0.06 0.12 -0.01
H 5.1236 -2.7952 0.1012 0.12 0.01 0.05
H 7.5149 -2.6876 -0.5097 0.13 0.00 -0.11
H 8.3661 -0.8057 -1.9102 -0.02 0.06 -0.01
H 6.7575 0.9729 -2.6518 0.06 -0.02 -0.02
H 4.3301 0.7622 -2.0474 0.14 0.01 -0.01
H 0.8156 -2.1108 0.1721 0.16 0.01 0.10
H -0.1185 -2.1935 2.4590 0.07 0.05 0.09
H 1.1967 -1.2860 4.3751 0.04 0.03 0.02
H 3.4785 -0.4067 3.9696 0.04 0.07 0.06
H 4.4280 -0.3930 1.6874 -0.22 -0.06 0.02
C -0.7905 -4.9710 0.3282 0.17 0.00 -0.03
C -2.0256 -4.1098 0.0675 -0.03 0.02 0.21
C -1.7306 -2.9222 -0.7222 -0.17 0.24 -0.25
N -1.4902 -2.0183 -1.4119 -0.21 -0.24 0.21
H -1.0638 -5.8487 0.9140 -0.01 -0.12 -0.02
H -0.0276 -4.4207 0.8792 -0.07 0.10 -0.01
H -0.3329 -5.2853 -0.6122 -0.08 -0.03 0.06
H -2.4875 -3.8122 1.0138 0.12 0.08 0.02
H -2.7969 -4.6849 -0.4494 0.01 -0.13 -0.12

(3)
68
Properties=species:S:1:pos:R:3:forces:R:3 method="wB97M-V/def2-TZVPD" homo_lumo_gap_ha="0.1364 / 0.1372" fmax_ha_per_bohr=0.0716 e_lumo_ev="0.43 / 0.44" total_charge=-1 e_homo_ev="-3.279 / -3.293"
C -1.3680 -0.7774 2.5963 -0.20 -0.78 -0.32
C -2.4394 -0.1104 1.9856 0.21 -0.42 -0.24
C -2.5512 -0.5818 0.6487 0.76 -0.30 0.46
H -3.0855 0.6452 2.4477 0.40 -0.33 -0.25
C -1.4958 -1.5079 0.3889 -0.83 -0.13 1.23
C -0.7745 -1.6905 1.6476 -0.92 0.57 0.19
H -1.4349 -2.2188 -0.4428 0.15 0.56 0.35
C 1.6470 2.8717 -0.3736 -0.69 0.05 -0.87
C 0.5078 3.6259 0.0643 -0.25 -0.47 -0.24
C -0.6024 3.2485 -0.7394 0.60 -0.39 -0.29
H 0.4682 4.3316 0.8934 0.13 -0.17 -0.25
C -0.1492 2.2863 -1.6883 0.55 1.02 0.72
C 1.2474 2.0562 -1.4639 -0.28 0.47 0.58
H -3.3730 -0.3384 -0.0229 0.45 0.17 0.03
H -0.2349 -2.5942 1.9105 0.23 0.24 -0.14
H -1.0310 -0.6927 3.6276 -0.10 0.17 -0.24
H 1.8733 1.3310 -1.9915 -0.19 0.28 0.14
H -1.6344 3.6009 -0.6549 0.48 -0.05 0.07
H 2.6527 2.9421 0.0196 0.02 0.10 0.01
Be 0.3582 -0.5368 0.7601 -0.77 -0.36 0.09
C -0.9855 1.5348 -2.6854 0.09 0.05 0.35
C -0.3684 1.6699 -4.0888 -0.12 -0.06 -0.04
C -2.4281 2.0828 -2.7298 0.05 -0.01 -0.17
H -0.2280 2.7438 -4.2940 0.10 -0.40 0.05
H -1.0485 1.2795 -4.8611 0.12 -0.10 0.10
H 0.5952 1.1488 -4.1666 -0.19 0.23 0.04
H -2.4201 3.1573 -2.9660 0.05 -0.25 0.08
H -2.9535 1.9456 -1.7682 0.24 0.02 -0.39
H -2.9840 1.5748 -3.5335 0.01 0.02 0.29
C -1.0080 0.0840 -2.0786 0.37 -0.49 0.27
C -0.7797 -1.1273 -2.9392 1.82 0.66 1.11
H -2.0234 -0.0537 -1.7201 0.10 0.02 0.39
H -0.2982 -0.0132 -1.2136 -0.64 0.47 -1.17
O 0.3158 -1.6847 -2.9912 -2.15 0.34 -0.76
N -2.0175 -1.5245 -3.5172 -0.61 -1.07 -1.43
C -2.6831 -2.6892 -2.8690 0.71 0.07 0.02
H -1.9511 -1.6496 -4.5279 0.27 -0.28 0.42
C -3.8320 -2.3028 -1.9685 -0.58 0.05 0.14
C -4.0862 -3.0822 -0.8304 -0.11 0.21 -0.29
H -3.4364 -3.9371 -0.6272 -0.15 0.30 0.08
C -5.1375 -2.7706 0.0282 -0.02 -0.02 -0.22
H -5.2801 -3.3641 0.9348 -0.03 0.25 -0.29
C -5.9865 -1.7025 -0.2774 0.26 0.01 -0.06
H -6.7984 -1.4503 0.4040 0.13 -0.05 -0.22
C -5.7633 -0.9392 -1.4292 0.32 -0.10 -0.06
H -6.4336 -0.1126 -1.6762 0.23 -0.23 0.11
C -4.6677 -1.2171 -2.2636 -0.30 -0.39 0.19
H -4.4737 -0.6297 -3.1675 -0.05 -0.13 0.45
H -1.9474 -3.2241 -2.2327 -0.27 0.03 -0.53
H -3.0197 -3.3946 -3.6550 0.15 0.37 0.40
O 6.8330 -1.4223 3.7973 -1.66 1.54 -0.11
N 5.9570 -0.5284 3.7932 1.92 0.19 1.49
O 5.9914 0.4567 4.5692 -0.31 -1.91 -1.71
C 4.8551 -0.6548 2.8559 -0.51 -0.02 -0.66
C 4.7280 -1.8281 2.0888 -0.30 -0.26 0.07
C 3.5994 -2.0186 1.2854 0.30 0.58 0.56
C 2.6801 -0.9602 1.1054 -2.17 0.08 -1.13
O 1.6818 -1.0840 0.2435 2.12 -0.09 1.10
C 2.8183 0.2043 1.9318 0.67 -0.36 0.41
C 3.9105 0.3624 2.7928 -0.46 -0.08 -0.17
N 1.7635 1.1548 2.0034 -2.37 0.38 -0.95
O 1.9024 2.2539 2.5190 -0.18 -1.55 -0.68
O 0.5959 0.8512 1.4292 2.63 1.78 1.87
N 3.2127 -3.3285 0.7063 -0.09 -1.59 -0.88
O 4.1317 -4.0795 0.3192 -1.32 1.39 0.80
O 2.0084 -3.6256 0.6486 2.47 0.58 0.41
H 5.5069 -2.5724 2.2069 -0.28 -0.17 -0.10
H 3.9844 1.2429 3.4289 -0.02 -0.26 -0.19